(1)
DFT (wB97M-V/def2-TZVPD) results for a 2-piece molecular cluster, C36H31F6N4O overall in a non-equilibrium geometry.

Geometry as ORCA input:
```
! wB97M-V def2-TZVPD RIJCOSX def2/J DEFGRID3
* xyz 1 1
C -7.961 -1.580 3.906
C -7.550 -0.242 3.784
C -6.191 0.047 3.629
C -5.246 -0.985 3.547
C -3.824 -0.622 3.283
N -2.953 -1.660 2.953
N -1.712 -1.160 2.514
O -3.392 0.523 3.406
C -5.650 -2.303 3.780
C -7.008 -2.609 3.944
H -9.023 -1.818 3.999
H -8.291 0.565 3.808
H -5.863 1.079 3.572
H -3.308 -2.441 2.405
H -1.025 -1.909 2.488
H -1.473 -0.334 3.081
H -4.896 -3.082 3.853
H -7.322 -3.647 4.097
F 4.343 5.019 3.504
C 3.128 4.910 2.909
F 2.516 3.783 3.404
F 2.358 5.979 3.322
C 3.177 4.864 1.406
N 1.816 4.697 0.904
C 1.249 5.837 0.265
C 1.711 6.228 -1.006
C 1.262 7.416 -1.574
C 0.400 8.248 -0.852
C -0.041 7.880 0.421
C 0.369 6.668 0.974
C 1.227 3.453 0.866
C -0.187 3.348 0.841
C -0.785 2.100 0.823
C -0.016 0.920 0.642
C -0.643 -0.334 0.394
C -0.022 -1.391 -0.336
C -0.412 -2.748 -0.168
C 0.177 -3.758 -0.889
C 1.142 -3.453 -1.887
N 1.736 -4.452 -2.619
C 1.733 -5.833 -2.133
C 2.876 -5.998 -1.170
F 2.939 -7.220 -0.575
F 4.074 -5.785 -1.819
F 2.811 -5.053 -0.172
C 2.235 -4.268 -3.936
C 3.538 -3.782 -4.143
C 4.087 -3.769 -5.426
C 3.325 -4.195 -6.514
C 2.019 -4.657 -6.325
C 1.493 -4.736 -5.037
C 1.476 -2.103 -2.138
C 0.944 -1.107 -1.350
C 1.408 1.045 0.705
C 2.014 2.280 0.820
H 3.541 5.832 1.056
H 3.827 4.042 1.107
H 2.414 5.573 -1.517
H 1.597 7.686 -2.573
H 0.065 9.187 -1.296
H -0.702 8.531 0.989
H 0.046 6.359 1.964
H -0.790 4.255 0.825
H -1.869 2.007 0.880
H -1.709 -0.414 0.600
H -1.199 -3.001 0.553
H -0.137 -4.792 -0.729
H 0.810 -6.079 -1.610
H 1.916 -6.488 -2.985
H 4.114 -3.453 -3.280
H 5.111 -3.424 -5.565
H 3.743 -4.165 -7.519
H 1.407 -4.968 -7.170
H 0.500 -5.145 -4.849
H 2.167 -1.848 -2.948
H 1.218 -0.068 -1.527
H 2.038 0.160 0.631
H 3.106 2.359 0.782
*
```

Atom charges from the Löwdin analysis, given in e for atoms 1 to 8: -0.070 -0.061 -0.016 -0.154 -0.411 0.013 0.006 0.051

---

(2)
DFT (wB97M-V/def2-TZVPD) results for a 6-piece molecular cluster, C46H99N7O6 overall in a non-equilibrium geometry.

Geometry as ORCA input:
```
! wB97M-V def2-TZVPD RIJCOSX def2/J DEFGRID3
* xyz 0 1
C -8.340 3.240 -0.490
C -8.144 1.938 0.390
C -7.259 2.299 1.529
C -9.492 1.562 0.951
C -10.355 0.800 0.014
C -9.654 -0.410 -0.660
C -8.235 -0.143 -1.254
C -7.381 -1.469 -1.415
C -8.467 0.333 -2.717
N -7.535 0.850 -0.384
O -6.248 1.008 -0.821
H -8.482 4.166 0.068
H -7.431 3.483 -1.040
H -9.196 3.164 -1.160
H -7.332 1.449 2.209
H -6.229 2.540 1.269
H -7.680 3.084 2.157
H -9.309 0.852 1.757
H -10.137 2.354 1.332
H -11.201 0.396 0.571
H -10.886 1.449 -0.683
H -10.317 -0.888 -1.381
H -9.726 -1.271 0.004
H -6.318 -1.383 -1.638
H -7.755 -2.133 -2.194
H -7.529 -2.086 -0.528
H -7.610 0.791 -3.211
H -9.224 1.116 -2.690
H -8.935 -0.467 -3.291
H -5.818 0.660 -0.037
C 6.396 -2.466 4.202
C 7.658 -3.362 4.074
C 7.176 -4.836 3.927
C 8.492 -3.093 2.777
C 9.263 -1.806 2.817
C 10.341 -1.891 3.950
C 9.657 -2.189 5.289
C 10.762 -2.726 6.156
C 9.039 -0.877 5.972
N 8.627 -3.278 5.174
O 8.049 -3.543 6.281
H 5.536 -2.840 3.646
H 5.985 -2.568 5.206
H 6.569 -1.407 4.010
H 7.974 -5.542 4.159
H 6.259 -5.085 4.460
H 7.046 -5.054 2.867
H 9.114 -3.909 2.409
H 7.817 -2.988 1.928
H 9.779 -1.650 1.870
H 8.587 -0.957 2.918
H 10.806 -0.910 4.044
H 11.121 -2.609 3.697
H 11.654 -2.101 6.194
H 11.083 -3.678 5.734
H 10.477 -2.715 7.208
H 9.807 -0.105 6.004
H 8.737 -1.087 6.998
H 8.294 -0.336 5.387
H 7.544 -2.762 6.521
C -1.380 -4.313 6.823
C -2.416 -4.605 5.695
C -1.503 -4.633 4.410
C -2.946 -6.013 5.999
C -4.125 -6.444 5.252
C -5.276 -5.416 5.430
C -4.863 -3.977 5.070
C -4.967 -3.849 3.513
C -5.868 -3.036 5.786
N -3.572 -3.669 5.663
O -3.165 -2.319 5.660
H -0.780 -3.447 6.545
H -1.920 -4.061 7.736
H -0.770 -5.159 7.138
H -2.003 -4.851 3.467
H -0.981 -3.688 4.257
H -0.764 -5.429 4.313
H -2.139 -6.743 5.944
H -3.218 -6.033 7.055
H -3.949 -6.278 4.189
H -4.503 -7.429 5.525
H -5.634 -5.487 6.457
H -5.939 -5.831 4.671
H -5.106 -4.753 2.922
H -4.020 -3.526 3.081
H -5.690 -3.080 3.241
H -6.917 -3.318 5.701
H -5.597 -2.005 5.560
H -5.761 -3.111 6.868
H -2.931 -2.222 4.734
C 5.967 5.765 -0.696
C 4.772 4.818 -1.042
C 3.651 4.826 0.049
C 4.127 5.246 -2.327
C 5.024 5.126 -3.629
C 5.587 3.626 -3.700
C 5.985 2.914 -2.394
C 5.798 1.401 -2.692
C 7.511 3.292 -2.172
N 5.196 3.452 -1.257
O 5.659 2.868 -0.082
H 5.410 6.645 -0.373
H 6.521 6.128 -1.561
H 6.528 5.320 0.126
H 2.778 4.314 -0.357
H 3.429 5.872 0.258
H 3.813 4.359 1.021
H 3.174 4.745 -2.495
H 3.985 6.320 -2.207
H 5.832 5.858 -3.638
H 4.368 5.351 -4.469
H 6.445 3.781 -4.354
H 4.905 3.022 -4.298
H 6.102 1.199 -3.720
H 6.412 0.906 -1.940
H 4.738 1.173 -2.576
H 7.779 4.341 -2.297
H 7.949 2.784 -1.313
H 8.006 2.770 -2.992
H 4.927 2.266 0.067
C -2.782 4.083 -5.606
C -2.665 3.104 -6.817
C -4.169 2.795 -7.359
C -1.828 3.925 -7.845
C -1.478 2.985 -9.025
C -0.627 1.742 -8.498
C -1.345 0.943 -7.387
C -2.316 0.055 -8.034
C -0.321 -0.023 -6.712
N -1.903 1.908 -6.328
O -2.434 1.219 -5.254
H -3.506 3.721 -4.876
H -1.776 3.922 -5.220
H -2.875 5.147 -5.822
H -4.368 2.956 -8.419
H -4.390 1.729 -7.418
H -4.944 3.188 -6.701
H -2.396 4.723 -8.323
H -0.926 4.190 -7.294
H -2.390 2.651 -9.520
H -1.009 3.700 -9.701
H 0.327 2.153 -8.168
H -0.165 1.105 -9.252
H -3.108 -0.203 -7.332
H -1.819 -0.831 -8.429
H -2.694 0.571 -8.917
H -0.702 -0.698 -5.945
H 0.354 0.559 -6.084
H 0.264 -0.533 -7.477
H -3.325 1.115 -5.595
N 0.459 1.131 -1.257
C 0.443 0.281 -0.251
N -0.807 -0.129 -0.082
O 1.426 -0.117 0.358
H 1.343 1.601 -1.394
H -0.131 1.215 -2.073
H -1.030 -0.873 0.564
H -1.485 0.310 -0.688
*
```

SMILES string	CC1(C)CCCC(C)(C)N1O.CC1(C)CCCC(C)(C)N1O.CC1(C)CCCC(C)(C)N1O.CC1(C)CCCC(C)(C)N1O.CC1(C)CCCC(C)(C)N1O.NC(N)=O

Atom charges from the Löwdin analysis, given in e for atoms 1 to 8: -0.019 -0.517 -0.051 -0.166 -0.194 -0.121 -0.434 -0.031

---

(3)
DFT (wB97M-V/def2-TZVPD) results for a single C2H3NOS2 molecule in a non-equilibrium geometry.

Geometry as ORCA input:
```
! wB97M-V def2-TZVPD RIJCOSX def2/J DEFGRID3
* xyz 0 1
S 2.742 1.463 -0.516
C 1.360 0.874 0.077
N 0.451 0.182 -0.658
O -0.842 0.105 -0.140
C -1.209 -1.138 0.188
S -2.644 -1.462 0.803
H 0.983 1.013 1.078
H 0.557 0.338 -1.693
H -0.433 -1.901 0.149
*
```

SMILES string	S=CNOC=S

Atom charges from the Löwdin analysis, given in e for atoms 1 to 8: 0.648 -0.732 -0.083 -0.135 -0.748 0.732 0.078 0.164

---

Highest occupied orbital energy? In order: -10.670 -7.912 -9.270 eV.